(1)
10 unconnected molecules or ions with the total composition C25H60ClNO13 in a non-equilibrium geometry, computed with ωB97M-V with the def2-TZVPD basis set.

```
! wB97M-V def2-TZVPD RIJCOSX def2/J DEFGRID3
* xyz 0 1
C 1.5404 2.6942 0.2392
C 1.6083 3.2601 1.7605
C 1.1964 2.1421 2.8541
O -0.0064 1.4290 2.4754
C 0.2663 0.0841 2.0351
C -1.0478 -0.8771 2.0701
N -2.2169 -0.0355 1.7822
C -0.8989 -2.2089 1.2186
C -0.9137 -2.0859 -0.3789
C 0.5718 -1.9712 -1.0481
O -1.8752 -1.1570 -0.9429
C -1.3030 0.1138 -1.3135
C -2.5216 1.1908 -1.2463
C -3.9844 0.6692 -1.1448
C -5.1237 1.7240 -1.0333
C -4.7593 3.2327 -1.0221
C -3.2878 3.7654 -1.1395
C -2.1291 2.7096 -1.2516
O -1.0949 -1.3108 3.5053
C -2.3904 -1.7010 3.8884
O -2.8788 -2.8558 3.7398
Cl -3.5253 -0.5187 4.7610
H 1.5983 3.5437 -0.5372
H 0.5009 2.2261 0.1208
H 2.4045 1.9710 0.0297
H 0.9042 4.1792 1.7778
H 2.6892 3.5785 1.9658
H 2.0934 1.4623 3.0617
H 0.9634 2.6878 3.8481
H 0.8179 0.0623 1.0380
H 0.9954 -0.3758 2.8148
H -3.0431 -0.5548 1.4657
H -2.4212 0.6643 2.5018
H 0.1264 -2.6715 1.5039
H -1.6652 -3.0325 1.4939
H -1.2747 -3.1324 -0.7580
H 1.1658 -2.8452 -0.5697
H 1.1275 -1.0213 -0.7622
H 0.5606 -2.1997 -2.1734
H -0.9634 0.0683 -2.4095
H -0.5049 0.5196 -0.6084
H -4.2748 -0.4331 -1.1172
H -6.1999 1.3662 -0.9273
H -5.6033 4.0020 -0.9079
H -3.0608 4.8885 -1.1089
H -1.0317 3.0588 -1.3174
C 2.9984 4.8045 4.9295
O 3.2620 3.6551 4.1381
H 2.6338 5.6016 4.2812
H 2.2365 4.5701 5.6773
H 3.9174 5.1314 5.4228
H 3.5826 2.9659 4.7345
C -1.9642 3.5505 3.9222
O -1.1366 4.6880 4.1307
H -1.4169 2.8231 3.3219
H -2.2237 3.1026 4.8855
H -2.8723 3.8479 3.3911
H -1.6423 5.3151 4.6629
C 4.3324 -1.6701 0.8760
O 3.6075 -0.9661 -0.1201
H 3.9536 -1.3816 1.8574
H 4.1973 -2.7458 0.7381
H 5.3938 -1.4155 0.8093
H 3.9613 -1.2389 -0.9775
C 2.3726 2.9319 -3.2335
O 1.3636 1.9923 -2.8985
H 2.1495 3.8800 -2.7439
H 3.3431 2.5658 -2.8879
H 2.3934 3.0806 -4.3163
H 1.5865 1.1643 -3.3441
C 0.6354 -5.9321 -0.4906
O -0.6208 -5.3969 -0.8813
H 1.3493 -5.1157 -0.3833
H 0.5322 -6.4504 0.4664
H 0.9928 -6.6266 -1.2554
H -1.2323 -6.1406 -0.9686
C 5.0406 -0.1534 -3.6802
O 4.0247 -1.0957 -3.3634
H 4.8189 0.7864 -3.1738
H 6.0094 -0.5273 -3.3398
H 5.0639 0.0144 -4.7597
H 4.2438 -1.9166 -3.8228
C -3.4352 -7.1773 -3.1789
O -3.2891 -7.0486 -1.7718
H -3.3050 -8.2248 -3.4517
H -4.4333 -6.8476 -3.4771
H -2.6766 -6.5750 -3.6850
H -3.4091 -6.1136 -1.5574
C -6.0974 5.3193 -4.0230
O -4.7539 4.9886 -4.3357
H -6.6687 5.3867 -4.9493
H -6.5290 4.5411 -3.3878
H -6.1284 6.2832 -3.5078
H -4.2705 4.9346 -3.4999
C 4.5916 -5.6739 0.5167
O 3.8663 -4.9667 -0.4792
H 4.2151 -5.3844 1.4982
H 4.4533 -6.7492 0.3795
H 5.6530 -5.4225 0.4483
H 4.2181 -5.2404 -1.3360
*
```

Electronic energy = -67516.881 eV
Structure (SMILES) = CCCOC[C@@](N)(C[C@H](C)OCc1ccccc1)OC(=O)Cl.CO.CO.CO.CO.CO.CO.CO.CO.CO
Lowest unoccupied orbital energy = 0.0901 eV
Kohn-Sham gap = 8.2 eV



(2)
6 unconnected molecules or ions with the total composition C25H60F6N5O3P in a non-equilibrium geometry, computed with ωB97M-V with the def2-TZVPD basis set.

```
! wB97M-V def2-TZVPD RIJCOSX def2/J DEFGRID3
* xyz 4 1
C -3.2682 -1.6253 -5.4013
C -2.3154 -0.5962 -4.8910
O -1.1370 -0.4926 -5.2348
N -2.8659 0.5713 -4.1187
H -2.5099 1.4199 -4.5347
H -3.8678 0.6759 -4.1922
C -2.3563 0.5529 -2.6351
H -4.0377 -1.9012 -4.6804
H -2.7682 -2.5609 -5.6519
H -3.8841 -1.2345 -6.2112
H -1.3744 0.0807 -2.6045
H -3.1436 0.1949 -1.9716
H -2.2147 1.5869 -2.3206
C 3.1835 -2.7430 0.7560
C 1.9401 -3.1972 1.5324
O 1.6211 -4.3224 1.7157
N 0.9617 -2.0781 1.9991
H 1.2171 -1.3086 1.3969
H 0.0770 -2.3505 1.5950
C 1.1601 -1.9130 3.5141
H 3.0118 -2.7472 -0.3204
H 4.0103 -3.4056 1.0119
H 3.7011 -1.8349 1.0653
H 0.5679 -1.0647 3.8574
H 2.2377 -1.7662 3.5858
H 0.7304 -2.8735 3.7989
C -0.2915 -4.6264 0.0799
C -0.9993 -4.3854 1.4642
O -0.4760 -4.5193 2.5312
N -2.4781 -4.0714 1.3822
H -2.9265 -3.9192 0.4901
H -2.9950 -4.7930 1.8642
C -2.7863 -2.7580 2.0432
H 0.7932 -4.6056 0.1851
H -0.6799 -3.7768 -0.4817
H -0.5404 -5.6107 -0.3166
H -1.9796 -2.0252 2.0276
H -2.9886 -2.9980 3.0870
H -3.6152 -2.2920 1.5104
C -0.2009 4.7585 0.1383
C -0.3310 3.9021 1.4055
C -0.7135 2.4121 1.1347
N -1.6844 1.8433 2.0996
C -0.9080 1.8270 3.4526
C -2.9905 2.6434 2.3260
C -3.9845 1.6700 2.9678
C -3.4516 0.2537 2.6365
C -2.2144 0.3896 1.7903
H 0.1742 5.7504 0.3903
H -1.1361 4.8962 -0.4044
H 0.5471 4.4203 -0.5789
H -0.9404 4.3510 2.1898
H 0.6168 3.8841 1.9436
H -0.0217 1.5819 0.9922
H -1.3935 2.3753 0.2836
H -1.6003 1.3268 4.1299
H -0.7161 2.8686 3.7100
H 0.0024 1.2276 3.4514
H -2.8315 3.6160 2.7917
H -3.4074 2.7581 1.3254
H -3.9571 1.6615 4.0574
H -4.9650 1.8938 2.5475
H -3.3319 -0.4457 3.4639
H -4.3055 -0.2289 2.1610
H -1.4639 -0.3518 2.0640
H -2.4883 0.3759 0.7354
C -0.1557 1.6575 -2.8792
C 1.0430 1.9301 -1.8287
C 2.2022 0.9634 -2.1688
N 3.3960 0.7872 -1.1335
C 2.8508 0.0639 0.1012
C 3.9819 2.0902 -0.6389
C 5.4250 1.8034 -0.2622
C 5.9151 0.7396 -1.1846
C 4.6198 0.1312 -1.7738
H -0.7657 0.7578 -2.7979
H 0.2286 1.6261 -3.8988
H -0.8035 2.5338 -2.8557
H 0.6997 1.6622 -0.8294
H 1.2821 2.9661 -2.0686
H 2.5678 1.3848 -3.1051
H 1.7354 -0.0029 -2.3599
H 3.6884 -0.1461 0.7663
H 2.5319 -0.9166 -0.2526
H 1.9609 0.6122 0.4103
H 3.2410 2.4136 0.0923
H 3.9123 2.6967 -1.5419
H 5.5786 1.5961 0.7968
H 5.9345 2.7662 -0.2221
H 6.4650 0.0779 -0.5153
H 6.5684 1.0567 -1.9974
H 4.5253 -0.8608 -1.3323
H 4.4729 0.1579 -2.8536
P -0.2970 -1.0051 -0.5629
F -1.2325 0.2774 -0.8635
F -1.4863 -2.0169 -1.1214
F 0.1690 -1.0834 -2.1153
F 0.7374 -2.1559 -0.0574
F 0.8744 0.0399 -0.0669
F -0.8831 -0.9510 0.9888
*
```

Electronic energy = -66038.098 eV
Lowest unoccupied orbital energy = -10.4191 eV
Kohn-Sham gap = 10.1 eV



(3)
A molecular structure, C25H61BrN5S2 in a non-equilibrium geometry, computed with ωB97M-V with the def2-TZVPD basis set.

```
! wB97M-V def2-TZVPD RIJCOSX def2/J DEFGRID3
* xyz 1 1
S 7.1418 3.5139 4.1519
C 8.1461 2.3567 4.2421
N 9.1121 1.6163 3.9950
S 8.6847 0.6460 2.6579
Br 10.3664 -0.7052 2.3852
H 8.6948 1.5215 1.5950
C 5.3382 4.2783 0.0282
C 3.9709 4.9348 -0.1037
N 3.0868 4.6646 1.0150
C 1.7058 5.0572 0.7668
C 1.4088 6.5462 0.5689
C 3.6031 4.9975 2.3284
C 4.0255 6.4494 2.5851
H 5.2417 3.1993 0.1759
H 5.9164 4.4430 -0.8824
H 5.9150 4.6947 0.8584
H 3.5078 4.5406 -1.0118
H 4.1120 6.0127 -0.2693
H 1.0745 4.6773 1.5752
H 1.3653 4.5243 -0.1270
H 1.4351 7.0947 1.5097
H 0.4029 6.6662 0.1615
H 2.0987 7.0195 -0.1309
H 4.4693 4.3523 2.5261
H 2.8731 4.7030 3.0867
H 4.6010 6.8698 1.7591
H 4.6575 6.4965 3.4766
H 3.1683 7.0922 2.7744
C -3.1053 1.7544 2.5957
C -3.1106 1.0266 1.2594
N -2.7124 1.8555 0.1384
C -2.9808 1.2377 -1.1513
C -2.2224 -0.0478 -1.4973
C -1.4264 2.5172 0.2607
C -0.1876 1.6401 0.4819
H -3.7319 2.6472 2.5589
H -3.4998 1.0990 3.3742
H -2.0988 2.0484 2.8996
H -4.1336 0.6789 1.0884
H -2.4848 0.1250 1.3438
H -2.8111 1.9729 -1.9432
H -4.0529 1.0195 -1.1983
H -1.1855 0.1535 -1.7648
H -2.6845 -0.5249 -2.3651
H -2.2397 -0.7746 -0.6826
H -1.4880 3.2294 1.0898
H -1.2629 3.1461 -0.6191
H -0.3553 0.8545 1.2207
H 0.6369 2.2577 0.8485
H 0.1510 1.1793 -0.4456
C -0.2657 -3.2368 2.2693
C -1.2010 -4.2105 2.9730
N -2.3586 -3.5725 3.5710
C -3.1017 -4.4482 4.4651
C -3.7807 -5.6816 3.8611
C -3.1659 -2.7574 2.6791
C -3.7618 -3.4323 1.4378
H 0.0550 -2.4422 2.9463
H 0.6253 -3.7649 1.9242
H -0.7309 -2.7800 1.3935
H -0.6273 -4.6975 3.7667
H -1.4848 -5.0025 2.2635
H -3.8523 -3.8584 4.9986
H -2.4104 -4.7910 5.2423
H -4.6814 -5.4192 3.3075
H -4.0876 -6.3585 4.6618
H -3.1163 -6.2418 3.2022
H -2.5552 -1.9141 2.3435
H -3.9746 -2.2916 3.2486
H -3.0447 -4.0778 0.9281
H -4.0760 -2.6684 0.7216
H -4.6467 -4.0187 1.6807
C -0.3977 -3.6775 -2.7825
C -1.4392 -3.5736 -3.8874
N -1.2249 -2.4607 -4.7937
C -2.3590 -2.2055 -5.6694
C -2.7384 -3.2863 -6.6866
C 0.0809 -2.3973 -5.4285
C 0.5271 -3.5986 -6.2704
H -0.3332 -2.7469 -2.2142
H -0.6722 -4.4748 -2.0894
H 0.5934 -3.9156 -3.1731
H -2.4096 -3.4423 -3.3996
H -1.4854 -4.5355 -4.4197
H -2.1939 -1.2638 -6.2008
H -3.2320 -2.0195 -5.0343
H -2.0465 -3.3134 -7.5275
H -3.7273 -3.0704 -7.0975
H -2.7848 -4.2801 -6.2400
H 0.8306 -2.2348 -4.6479
H 0.1352 -1.4945 -6.0428
H 0.3137 -4.5516 -5.7842
H 1.6068 -3.5520 -6.4313
H 0.0617 -3.5985 -7.2550
*
```

Electronic energy = -126066.799 eV
Lowest unoccupied orbital energy = -6.3941 eV
Kohn-Sham gap = 2.8 eV



(4)
4 unconnected molecules or ions with the total composition C25H61ClN4O16P2S in a non-equilibrium geometry, computed with ωB97M-V with the def2-TZVPD basis set.

```
! wB97M-V def2-TZVPD RIJCOSX def2/J DEFGRID3
* xyz 0 1
C -3.1443 3.6010 -5.6190
C -3.4103 3.4748 -4.1153
C -3.1339 2.0525 -3.5633
N -1.9100 2.0127 -2.7465
C -2.1340 1.8308 -1.3143
N -2.7198 0.5804 -0.9494
O -0.7765 1.8504 -0.7920
S -0.6491 1.5746 0.7741
O -0.8744 0.2145 1.1676
O 0.6567 2.0394 1.1415
C -1.8260 2.6974 1.6306
N -1.1677 3.9743 1.7612
P -2.0094 2.0938 3.3905
O -2.7106 3.0708 4.2417
C -3.1930 2.9363 0.8024
Cl -3.8344 4.5505 1.2317
P -4.5924 1.8177 1.2668
N -4.2773 0.3201 1.5304
O -5.6326 2.0414 0.0666
O -5.3226 2.4654 2.5197
C -2.9582 2.9856 -0.7665
O -2.3695 4.2044 -1.1411
H -2.2360 3.0482 -5.8616
H -3.9798 3.2647 -6.2270
H -2.9205 4.6407 -5.8553
H -2.7226 4.1510 -3.6124
H -4.4124 3.8165 -3.8558
H -4.0173 1.7467 -3.0014
H -2.9875 1.4091 -4.4273
H -1.3559 1.2128 -3.0305
H -3.7267 0.5729 -1.0071
H -2.3034 -0.1896 -1.4550
H -0.5630 4.0111 2.5693
H -0.6583 4.2390 0.9322
H -0.6561 1.9600 3.7599
H -2.5431 0.8016 3.3586
H -3.2998 0.0870 1.3946
H -6.4881 1.7168 0.3707
H -5.2633 1.8456 3.2543
H -3.9515 2.9884 -1.2103
H -1.4217 4.0830 -1.2573
C 2.6708 3.7816 -1.1662
O 3.9554 3.6881 -0.6041
C 4.0845 2.5569 0.2386
C 5.5301 2.1313 0.3489
O 6.0072 1.4057 -0.7750
C 6.2981 2.1426 -1.9514
C 7.5768 2.9458 -1.8771
O 7.3800 4.1466 -1.1506
C 8.5803 4.6554 -0.6175
H 1.9112 3.8852 -0.3817
H 2.6527 4.6586 -1.8115
H 2.4432 2.8963 -1.7729
H 3.4886 1.7198 -0.1423
H 3.7106 2.8282 1.2351
H 5.6006 1.4323 1.1851
H 6.1730 2.9845 0.5737
H 5.4578 2.7754 -2.2439
H 6.4326 1.3865 -2.7283
H 7.8987 3.2021 -2.8963
H 8.3560 2.3369 -1.4027
H 9.0395 3.9373 0.0722
H 8.3377 5.5619 -0.0667
H 9.2957 4.9017 -1.4110
C 0.9470 -1.1522 2.9992
O 1.3883 -1.6757 4.2387
C 0.9385 -0.9018 5.3313
C 0.8763 -1.7265 6.5963
O -0.2541 -2.5819 6.6690
C -0.2305 -3.7609 5.8790
C 0.6741 -4.8456 6.4178
O 2.0291 -4.5801 6.0998
C 2.9238 -5.2287 6.9731
H 1.3456 -0.1466 2.8301
H 1.3096 -1.8134 2.2146
H -0.1425 -1.1277 2.9592
H -0.0599 -0.4927 5.1241
H 1.6382 -0.0663 5.4834
H 0.7591 -1.0344 7.4333
H 1.8060 -2.2780 6.7481
H 0.0064 -3.5373 4.8370
H -1.2537 -4.1415 5.9145
H 0.3896 -5.8062 5.9656
H 0.5445 -4.9144 7.5048
H 2.7695 -4.9014 8.0082
H 3.9334 -4.9601 6.6690
H 2.8137 -6.3182 6.9191
C -2.1129 -6.3585 -1.2008
O -2.5038 -5.5449 -2.2843
C -2.8769 -4.2415 -1.8762
C -2.7136 -3.2577 -3.0115
O -1.3712 -2.8503 -3.2362
C -0.5084 -3.7727 -3.8878
C -0.7608 -3.9072 -5.3716
O -1.8805 -4.7388 -5.6196
C -2.4624 -4.4974 -6.8800
H -2.9381 -6.5040 -0.4944
H -1.8195 -7.3249 -1.6053
H -1.2567 -5.9241 -0.6721
H -2.2659 -3.9157 -1.0259
H -3.9318 -4.2589 -1.5682
H -3.2362 -2.3396 -2.7277
H -3.1780 -3.6293 -3.9268
H -0.5287 -4.7477 -3.3983
H 0.4932 -3.3569 -3.7609
H 0.1231 -4.3563 -5.8451
H -0.9239 -2.9110 -5.8015
H -2.8118 -3.4609 -6.9595
H -3.3175 -5.1625 -6.9805
H -1.7545 -4.7026 -7.6912
*
```

Electronic energy = -107565.083 eV
Structure (SMILES) = CCCN[C@@]1(N)OS(=O)(=O)[C@](N)([PH2]=O)[C@](Cl)(P(=N)(O)O)[C@H]1O.COCCOCCOC.COCCOCCOC.COCCOCCOC
Lowest unoccupied orbital energy = 0.2763 eV
Kohn-Sham gap = 9.4 eV